(1)
Entry from the OMol25 dataset: a 9-piece molecular cluster, C9H36O9 overall (ωB97M-V/def2-TZVPD).

```
54
Properties=species:S:1:pos:R:3:forces:R:3
C -10.20843 8.70161 -9.84624 -0.2 -1.5 1.0
O -9.61204 8.83398 -11.09455 0.5 1.1 -1.0
H -11.27685 8.90644 -9.77831 0.0 0.2 -0.3
H -10.05949 7.64914 -9.60492 -0.4 -0.2 0.6
H -9.71353 9.26111 -9.05242 0.2 0.4 -0.4
H -10.25874 8.77200 -11.80133 -0.1 0.0 0.2
C -11.64296 5.49061 1.99352 -0.2 0.9 -1.2
O -12.20475 6.22826 0.86553 0.0 -0.9 0.4
H -10.60556 5.24448 1.76699 0.2 0.2 0.3
H -11.76884 6.11592 2.87740 0.2 -0.4 0.3
H -12.15376 4.53191 2.08343 -0.3 0.3 0.0
H -11.84847 7.11947 0.84526 0.1 0.0 0.2
C -2.71533 8.49935 -1.81158 0.5 0.8 -0.1
O -3.41948 8.07476 -0.68480 -0.5 -0.5 0.8
H -3.09187 9.50645 -1.99068 -0.1 -0.1 -0.6
H -1.65047 8.63565 -1.62292 0.2 -0.2 0.1
H -2.82125 7.83660 -2.67044 -0.2 0.1 -0.1
H -2.92209 7.43447 -0.17077 0.1 0.0 -0.2
C -9.37175 13.99936 -6.20204 0.6 2.1 0.6
O -9.68741 14.07452 -7.56342 -0.5 -1.7 -1.1
H -8.51816 14.67086 -6.10946 0.3 -0.1 0.8
H -10.16029 14.41636 -5.57562 -0.2 -0.1 0.1
H -9.07681 13.04308 -5.77002 -0.3 -0.3 -1.0
H -9.97232 14.94301 -7.85697 0.1 0.0 0.6
C -2.30167 0.98833 -1.68213 -0.4 1.3 1.0
O -2.52265 -0.15502 -0.88396 0.4 -0.3 -0.2
H -1.66459 1.69254 -1.14706 0.8 -0.6 0.1
H -1.88982 0.82651 -2.67827 -0.3 -0.2 0.0
H -3.19755 1.60740 -1.63466 -0.5 -0.2 -1.0
H -3.19317 -0.67563 -1.33226 0.0 -0.1 0.1
C -7.83124 6.79408 -3.39425 -0.4 -0.7 0.2
O -7.12430 5.88143 -2.54684 -0.1 0.5 0.0
H -7.29010 7.73060 -3.52914 0.1 -0.1 -0.4
H -8.02700 6.22983 -4.30605 0.3 0.4 -0.2
H -8.81678 7.02969 -2.99264 -0.1 0.1 0.2
H -6.88800 6.39269 -1.76942 0.2 -0.2 0.2
C -10.35878 1.46578 -1.89396 -0.1 1.1 -0.3
O -9.15760 1.63787 -1.14042 -0.4 -0.2 -0.2
H -11.11461 2.20584 -1.63104 -0.3 -0.1 0.8
H -10.19331 1.77906 -2.92477 0.2 -0.8 -0.4
H -10.78007 0.46577 -1.79111 0.4 0.1 -0.1
H -8.71070 2.36935 -1.57264 0.3 0.1 0.2
C -12.11360 11.38979 1.51846 -0.9 0.4 1.5
O -11.24404 10.79218 0.63113 0.7 -0.3 -1.1
H -11.88745 12.41284 1.81899 0.3 0.3 -0.5
H -13.12744 11.39259 1.11818 0.1 -0.1 -0.2
H -12.12570 10.86283 2.47254 -0.2 -0.3 0.2
H -10.33690 10.98417 0.87982 0.0 0.0 0.0
C -4.07374 2.76489 3.61223 0.0 1.1 -0.1
O -3.16778 1.71016 3.57844 0.5 -0.9 -0.8
H -3.51641 3.67868 3.81833 -0.3 0.2 0.7
H -4.44454 2.96427 2.60682 -0.7 -0.2 0.1
H -4.85684 2.52928 4.33289 -0.1 0.5 -0.1
H -3.19474 1.47995 2.64684 0.6 -0.7 0.2
```
Forces are in eV/Å.

DFT total energy in a.u.: -1041.41530
Structure (SMILES): CO.CO.CO.CO.CO.CO.CO.CO.CO
Energy relative to the best compared isomer or geometry (same formula, charge and spin) in kcal/mol: 160.3

(2)
Entry from the OMol25 dataset: C9H37B5Br3O4S2V as an isolated structure (ωB97M-V/def2-TZVPD).

```
61
Properties=species:S:1:pos:R:3:forces:R:3
V -1.48958 0.45833 1.62914 -1.5 0.0 -1.3
B -2.74227 0.02866 -0.35656 -0.2 -0.9 -1.7
H -3.67155 0.13514 -1.03673 -1.2 0.6 -0.6
H -2.25447 1.02054 -0.18943 1.2 2.6 0.0
H -3.09126 -0.36929 0.63610 -0.8 -0.9 2.4
H -2.01619 -0.69563 -0.88314 0.8 -1.0 -0.5
B -2.57333 0.09924 3.73110 -0.6 -1.1 1.9
H -3.21836 0.67996 4.49555 -0.7 1.2 0.6
H -3.01906 0.06489 2.69500 -1.6 -0.1 -2.2
H -1.54289 0.52404 3.57398 2.7 1.2 0.3
H -2.39892 -0.98627 4.08752 0.0 -1.3 0.5
B -2.10317 2.62063 1.83761 0.1 1.6 0.0
H -1.45967 2.35646 0.96014 1.3 0.2 -2.5
H -2.87586 1.81684 1.84159 -2.3 -1.4 0.4
H -1.34311 2.43376 2.64564 1.4 0.0 2.4
H -2.54605 3.68274 1.76871 -0.5 1.2 0.0
B 0.70408 0.96068 1.05850 1.8 1.7 -1.4
H 0.40942 0.79962 2.12046 -0.4 -0.8 2.7
H -0.06729 0.66299 0.29741 -2.1 -0.9 -1.6
H 0.79740 2.10991 0.95059 0.1 1.4 -0.2
H 1.69533 0.55265 0.61622 1.3 -1.1 0.1
B -1.17942 -1.67057 1.67507 0.1 -2.6 0.2
H -0.74502 -1.06813 2.50944 1.7 1.1 2.1
H -0.98388 -1.21636 0.67545 0.6 1.2 -2.0
H -0.76267 -2.73874 1.59328 0.7 -1.1 0.3
H -2.27627 -1.68852 1.90951 -2.0 -0.5 0.1
C 0.70653 3.69807 4.32004 1.1 -0.2 0.1
Br 1.18497 5.57432 4.12639 0.1 0.0 0.1
Br 0.46364 3.25579 6.21200 -0.2 0.2 -0.7
Br 2.12313 2.52463 3.59340 -0.7 0.8 0.5
H -0.19686 3.63401 3.71910 -0.1 -0.7 0.3
C 2.81786 -2.15830 -0.91094 -0.1 0.3 -0.5
C 3.01926 -3.38548 -1.86633 -0.4 0.7 1.2
C 2.38771 -4.59039 -1.14165 0.0 -0.3 -0.4
S 1.55325 -4.08483 0.40438 -0.4 1.0 -0.1
O 2.52950 -4.25889 1.46692 -0.2 -0.2 -0.2
O 0.23794 -4.69454 0.51662 1.4 0.2 -0.4
C 1.56744 -2.31733 -0.05304 0.3 -0.7 -0.2
H 2.57848 -1.27333 -1.50383 0.6 0.1 0.0
H 3.71628 -1.95169 -0.33197 -0.1 -0.1 0.2
H 4.07670 -3.56110 -2.05394 0.0 0.0 0.0
H 2.56914 -3.10474 -2.81732 -0.3 -0.5 0.0
H 3.15574 -5.27633 -0.78746 -0.1 -0.2 -0.1
H 1.64537 -5.10702 -1.74752 0.1 -0.1 0.1
H 1.59881 -1.64264 0.79663 -0.3 -0.3 0.2
H 0.69061 -2.11497 -0.66816 -0.3 -0.1 0.3
C 1.43565 1.36466 -3.10107 0.0 0.2 0.3
C 0.62978 2.57079 -3.60273 -0.4 1.1 -0.6
C -0.83956 2.24265 -3.85240 -0.7 -0.9 0.6
S -0.94676 0.37868 -3.88313 -1.2 1.4 -0.4
O -0.67146 0.01853 -5.27193 0.3 -0.2 0.5
O -2.18525 -0.07070 -3.27890 1.5 0.2 -0.8
C 0.55746 0.13990 -2.92776 -0.1 -0.8 0.6
H 1.77967 1.57776 -2.08933 0.4 0.1 -0.2
H 2.28069 1.22431 -3.77245 0.0 -0.3 0.1
H 1.06606 2.96836 -4.52174 0.0 -0.3 -0.1
H 0.71155 3.40991 -2.91062 -0.1 -0.2 0.2
H -1.31642 2.60297 -4.76317 0.6 -0.2 -0.4
H -1.52974 2.61864 -3.09458 0.3 -0.4 0.5
H 1.02376 -0.81244 -3.18251 -0.1 0.1 -0.5
H 0.33313 0.02720 -1.86314 -0.7 0.2 -0.1
```
Forces are in eV/Å.

DFT total energy in a.u.: -10252.37841
Net charge: -2
Energy relative to the best compared isomer or geometry (same formula, charge and spin) in kcal/mol: 17.0
2S+1: 3

(3)
Entry from the OMol25 dataset: a 11-piece molecular cluster, C9H37F6NO10P overall (ωB97M-V/def2-TZVPD).

```
64
Properties=species:S:1:pos:R:3:forces:R:3
P 12.11050 9.60462 8.52741 -1.8 -1.7 -1.5
F 11.41454 8.09342 8.61737 0.6 0.1 1.0
F 10.88082 9.92070 7.52827 0.3 1.3 -0.2
F 11.25229 10.13880 9.75250 -0.3 0.4 0.4
F 12.83680 11.03281 8.32824 -0.4 -0.1 -0.4
F 13.25492 9.18199 9.53132 1.0 -0.7 0.2
F 12.90387 8.97045 7.21499 0.8 0.7 0.5
O 12.79905 15.04326 8.39870 1.4 -0.3 0.9
H 12.12878 15.03973 7.74197 -1.0 -0.1 -1.0
H 13.56880 14.60436 7.97524 -0.5 0.3 0.1
O 15.09748 13.58235 6.93688 -0.2 -0.5 0.1
H 14.94587 13.13808 7.79814 0.3 0.2 -0.4
H 14.95894 12.88972 6.26278 -0.3 0.4 0.4
O 13.40635 11.34053 5.21039 0.4 0.2 -0.3
H 13.39030 10.63825 5.85893 0.0 -0.4 0.4
H 12.48459 11.46746 4.99182 -0.3 0.2 0.0
O 10.44973 13.28478 6.76724 -0.4 0.0 -0.2
H 10.53231 12.67022 7.50785 0.0 0.0 -0.1
H 9.53826 13.17932 6.44654 0.5 0.0 0.3
O 15.00568 12.53903 9.64886 -0.3 -0.1 0.2
H 14.92806 11.62638 9.32332 -0.3 0.3 0.4
H 14.26473 12.68173 10.27280 0.5 -0.3 -0.6
O 15.10907 5.58423 11.46843 0.1 0.0 0.3
H 14.67152 6.00527 12.22380 0.0 -0.1 -0.6
H 14.62722 5.81140 10.66232 -0.2 0.2 0.1
O 14.51031 6.57610 8.46730 0.0 0.8 0.3
H 14.03359 7.42841 8.47295 -0.3 -0.5 -0.1
H 15.39733 6.90730 8.64601 0.3 -0.4 -0.1
O 11.11241 13.44721 10.53951 0.5 0.9 -0.3
H 11.65381 14.09080 10.02066 -0.4 -0.7 0.3
H 11.22237 12.61070 10.08687 0.1 -0.3 -0.1
O 13.24350 5.92334 5.83317 -0.3 -0.2 -0.8
H 13.73327 5.67988 6.61378 0.3 0.1 0.6
H 12.88751 6.79558 6.01108 0.0 0.2 0.2
C 6.98354 5.54832 9.66680 -0.5 0.4 0.6
C 7.61893 6.95720 9.54473 0.8 -0.4 0.3
C 6.78332 8.02212 10.18223 -1.7 2.5 -0.5
C 6.66732 8.09696 11.72724 0.4 -0.4 -1.0
C 8.07246 8.20829 12.24540 1.3 -0.3 -0.3
C 9.00454 7.06951 11.69285 -0.5 0.5 0.5
N 8.89879 7.07897 10.23003 0.0 -0.9 0.2
O 9.69298 5.96362 9.77422 1.4 1.7 -0.6
C 10.45504 7.44938 11.94874 -0.3 -0.7 1.6
C 8.68252 5.72186 12.29163 -1.1 -0.2 0.8
C 7.98916 7.26738 8.07579 -1.0 0.9 0.4
H 6.64779 5.33206 10.69810 0.1 0.2 -0.5
H 7.75111 4.82109 9.43133 -0.1 -0.2 -0.3
H 6.09117 5.44326 9.02789 0.5 0.0 0.0
H 7.05276 9.05836 9.81063 0.5 -1.0 0.5
H 5.79500 7.99299 9.73930 -0.6 -0.5 0.0
H 6.17551 7.20874 12.12536 -0.1 -0.1 0.0
H 6.06053 8.95421 12.02985 0.0 0.0 -0.2
H 8.11583 8.30214 13.33316 0.1 -0.4 0.0
H 8.57057 9.09449 11.85365 -0.3 0.4 0.0
H 10.61098 7.76550 13.00064 -0.1 -0.2 -0.5
H 11.09778 6.60809 11.72478 0.2 -0.2 0.1
H 10.69421 8.23846 11.30431 0.5 1.3 -0.9
H 9.13743 5.60758 13.27243 0.5 -0.2 0.0
H 7.61686 5.68811 12.53401 -0.1 -0.2 -0.2
H 8.89952 4.89498 11.61805 0.3 0.1 0.3
H 8.42396 6.41982 7.59131 -0.1 -0.7 -0.4
H 8.77483 8.02531 8.05041 -0.3 0.2 0.1
H 7.09229 7.65264 7.55609 0.4 -0.3 -0.1
H 10.41664 6.54537 9.42800 -0.3 -1.3 -0.1
```
Forces are in eV/Å.

DFT total energy in a.u.: -2113.13994
Net charge: -1